1.
This record from OMol25 describes a structure of composition C31H35BrN5O13PS in a non-equilibrium geometry. The level of theory is ωB97M-V with the def2-TZVPD basis set.

Molecular weight (g/mol): 828.59
Charge: 0
Spin multiplicity: 1
Gap between HOMO and LUMO (eV): 8.02

XYZ file:
```
87
Properties=species:S:1:pos:R:3:forces:R:3:mulliken_charge:R:1
C 9.4080 0.5057 -1.8192 -0.6 0.0 -0.3 -0.09
C -9.0246 -2.2793 2.2363 -0.2 -0.7 -0.1 0.12
H 0.0986 -1.0502 -2.1425 -0.3 0.1 -0.4 0.44
C 6.7139 2.0961 3.4461 0.1 0.0 0.0 -0.37
H 7.4247 1.6268 4.1116 -0.2 -0.1 0.1 0.45
S 2.9993 0.4721 -3.7989 1.3 -2.0 1.3 0.96
H 1.2874 -0.9815 1.3860 0.4 0.2 0.0 0.26
H 3.3970 2.1241 2.6870 0.1 -0.1 0.1 0.48
C 8.0226 0.4661 -3.7713 0.0 0.0 0.2 -0.63
C -0.4605 -0.6101 0.4852 -0.5 0.4 -0.7 -0.64
H 4.1904 3.7878 1.0527 0.0 0.0 0.0 0.42
H -10.2925 -1.8601 0.5450 0.1 0.1 0.1 0.44
H -1.4178 1.3400 0.3563 -0.1 -0.2 -0.4 0.41
H -2.0930 0.0409 -0.7409 0.1 0.6 0.3 0.16
C 6.9139 0.7444 -2.9802 0.1 0.1 0.1 -0.05
H -6.1009 0.7528 0.7226 0.1 -0.2 0.0 0.48
C -1.0102 -2.3498 -4.6415 -0.8 1.2 1.2 -0.92
H -5.9732 2.3658 4.6754 0.0 0.0 0.0 0.40
C 6.2439 3.6405 1.6624 0.0 0.0 0.0 -0.51
H 7.9070 0.3385 -4.8396 0.0 0.0 0.0 0.40
H -3.7107 -1.1425 3.7540 0.0 0.0 -0.2 0.48
C -0.2974 0.9990 -1.5232 -1.6 -0.8 -0.4 -0.99
H 8.4096 0.9155 0.0480 0.2 0.0 0.0 0.54
O -1.8798 0.1416 -5.6364 1.0 -1.2 1.3 -0.44
C 7.1524 3.0307 2.5193 -0.2 0.0 -0.1 -0.44
H 5.9379 0.8241 -3.4317 0.1 0.0 0.0 0.21
C -5.7320 0.7055 1.7375 0.1 0.2 -0.2 -0.48
C -9.9218 -4.8798 2.0246 0.0 0.0 0.0 -0.39
C -6.1270 1.6667 2.6549 0.3 0.0 0.1 -0.40
C 5.3632 1.7815 3.5019 0.2 0.5 -0.5 0.12
H 6.1934 1.1281 -0.9948 0.0 0.0 0.0 0.55
O 1.7395 -0.5952 -3.9457 1.3 0.8 -0.1 -0.49
H 0.7245 1.2662 -1.2270 -0.4 0.0 0.0 0.27
H 1.1191 2.2438 -3.2019 -0.7 -0.7 0.0 0.42
H -1.2474 -3.0623 -5.4387 0.4 0.3 0.1 0.36
H -7.8611 -2.9730 3.9122 0.0 0.2 -0.1 0.44
O 11.6675 0.1290 -1.9254 0.2 -0.1 -0.2 -0.61
C 0.5041 0.1642 -3.8782 -1.8 -0.8 0.1 1.68
H -1.9538 -2.1548 -4.0796 0.4 -0.3 -0.2 0.26
C -9.9330 -2.6061 1.2394 -0.1 0.0 -0.1 -0.36
H -1.0273 -0.7115 1.4231 0.5 -0.1 -0.1 0.47
C -4.3872 -0.3591 3.4423 0.1 -0.1 0.2 -0.42
C 4.8945 3.3124 1.7228 0.2 -0.1 0.1 -0.41
C 0.9427 1.6348 -4.1009 -0.2 1.5 -0.2 -0.33
O -3.7305 -2.2092 1.5723 0.2 -0.2 0.1 -0.63
C 8.3092 0.7898 -1.0212 -0.1 0.0 0.2 -0.40
C 7.0585 0.9098 -1.6082 0.1 0.0 -0.1 -0.43
O 2.9925 0.7322 -2.3434 0.2 0.6 -3.1 -0.45
H 8.2023 3.2869 2.4657 0.0 0.0 0.0 0.44
O 2.2630 1.6330 -4.7213 0.7 -1.8 1.4 -0.35
O -4.8823 -1.2380 0.0468 -0.1 0.0 -0.3 -0.65
C -10.3798 -3.9150 1.1354 0.1 0.0 0.2 -0.46
H 1.4825 -0.4108 -0.1299 0.1 0.0 0.1 0.19
N 10.7242 0.3582 -1.2005 0.1 0.0 0.0 1.03
C 9.2785 0.3477 -3.1924 0.0 0.0 -0.1 -0.29
H 6.5894 4.3746 0.9448 0.0 0.0 0.0 0.39
O 4.2587 -0.0194 -4.3961 -3.8 1.4 0.8 -0.59
H 10.1367 0.1314 -3.8127 0.1 0.0 0.2 0.44
C -4.8671 -0.3005 2.1411 -0.2 0.5 0.4 0.14
C -4.7867 0.6070 4.3529 -0.1 0.0 -0.2 -0.45
O 10.7989 0.4714 0.0041 0.0 0.1 0.3 -0.62
N -4.4628 -1.3252 1.1824 0.0 0.0 0.0 1.15
H -0.3067 -2.7545 -3.8947 -0.1 0.1 -0.6 0.30
Br -0.2044 2.8140 -5.1772 0.5 -0.7 0.3 -0.11
H -4.4213 0.5722 5.3707 0.0 0.0 0.0 0.41
H -0.8400 1.8464 -1.9880 0.6 0.0 0.3 0.46
H -1.4069 -0.3018 -2.8208 0.5 -0.1 -0.2 0.27
N -8.5323 -0.9072 2.3353 0.0 0.1 0.0 1.04
H -11.0833 -4.1843 0.3589 0.0 0.0 0.0 0.37
P -0.4431 -0.6917 -5.3229 0.8 0.1 -2.7 -0.02
H -2.5296 -0.1792 -4.9985 -0.5 0.3 0.0 0.31
H -8.6670 -5.2914 3.7168 0.0 0.0 0.0 0.37
C 4.4476 2.3764 2.6448 -0.1 0.0 0.0 -0.39
C -5.6577 1.6167 3.9597 0.0 0.0 -0.1 -0.48
C -0.3368 -0.1481 -2.6031 1.5 1.6 1.1 -1.02
O -7.7150 -0.6591 3.1938 -0.1 -0.3 0.4 -0.52
H -0.5657 -1.5769 -0.0512 -0.1 0.4 0.2 0.27
O 5.7117 0.3337 5.2452 0.3 -0.1 0.1 -0.61
C -9.0194 -4.5383 3.0247 -0.1 0.1 -0.2 -0.55
C -8.5654 -3.2322 3.1342 0.1 -0.1 0.1 -0.23
H -6.8051 2.4531 2.3524 0.0 -0.1 0.0 0.41
N 0.9578 -0.2829 0.7285 -0.8 -0.3 0.4 -0.57
O 3.7123 0.5437 4.5017 -0.3 0.0 -0.1 -0.61
N 4.8936 0.8119 4.4908 0.0 -0.1 0.1 1.02
H -10.2685 -5.9019 1.9372 0.0 0.0 0.0 0.38
O -8.9629 -0.0910 1.5477 -0.1 0.2 -0.2 -0.63
C -1.1809 0.5192 -0.3350 1.2 -0.8 0.2 -0.59
```
Positions in Å, forces in eV/Å.

***

2.
This record from OMol25 describes a structure of composition C31H35Cl2F5O6S3SiSr in a non-equilibrium geometry. The level of theory is ωB97M-V with the def2-TZVPD basis set.

Molecular weight (g/mol): 881.42
Charge: -2
Spin multiplicity: 1
Gap between HOMO and LUMO (eV): 5.81

XYZ file:
```
84
Properties=species:S:1:pos:R:3:forces:R:3:mulliken_charge:R:1
H 2.2490 1.4457 4.7806 -0.1 0.4 -0.1 0.32
Cl -5.3034 0.8758 -1.3288 -0.2 0.8 0.7 -0.23
Sr -0.0269 -0.0633 -1.7467 -0.1 0.3 0.0 0.42
O 1.5335 -2.1773 1.4736 0.3 -1.8 1.1 0.10
H -2.3137 0.7204 0.5971 -0.3 -0.1 -1.3 0.34
H -2.1378 4.9679 -2.9962 0.3 0.2 -0.4 0.15
C -0.2788 4.0586 -3.3898 0.9 -1.1 -1.0 -1.12
C -2.6436 -4.1229 -1.3717 1.3 -0.4 0.4 -0.19
C -5.0547 -1.3704 -4.5719 0.7 0.9 0.1 -0.48
C 1.1228 3.9742 -3.0733 -1.4 -0.1 -0.6 0.27
C -4.6705 0.2607 -2.7757 1.1 -1.1 -2.5 0.28
C 1.7237 5.1174 -2.5197 -1.1 -0.8 0.2 -0.93
H -5.6555 -2.0085 -5.2270 0.0 0.2 0.5 0.35
H -1.0439 -1.9940 2.5997 -0.2 -0.3 0.0 0.21
C 2.5128 -3.2038 1.8470 -0.4 0.3 0.8 1.79
H -1.5870 0.5503 3.9370 0.3 0.6 0.6 0.66
H -2.8415 1.1244 2.1388 0.3 0.3 0.2 0.44
F -3.8654 -3.7032 -1.0182 -0.1 0.7 -0.2 -0.32
H 1.4314 6.9096 -1.4466 -0.3 0.1 -0.1 0.37
C -0.6246 0.5395 3.4302 1.0 -2.3 -0.1 -1.44
F 0.8242 -3.1481 -2.2235 -0.5 0.7 0.2 -0.25
F 1.1433 -5.6123 -1.3201 0.6 -0.2 -0.5 -0.36
F -0.9906 -7.2482 -0.8082 0.7 -1.9 0.5 -0.32
H 4.7031 2.6048 2.2387 0.2 -0.6 -0.3 0.45
C -1.5090 -3.2390 -1.4764 -0.4 1.9 -0.8 0.30
C -2.8146 -0.3849 -4.1484 -1.3 -0.6 -0.5 0.49
H 2.7607 5.0491 -2.3691 1.3 0.2 0.4 0.45
O -0.4876 8.2618 -1.2701 -2.3 -0.4 -0.3 -0.62
H -2.8713 6.4262 -1.5544 0.7 1.6 -0.8 0.35
H 0.9321 -4.7082 1.9933 -0.7 -0.6 -0.8 0.34
C -1.1492 -6.0365 -1.2693 -1.2 2.9 -0.9 0.26
S 2.6099 -0.1472 -0.6259 -0.6 -0.3 1.2 -0.80
H 4.1183 -1.9938 2.7416 0.4 0.6 -0.2 0.30
H 4.2249 1.3566 0.9995 0.2 0.2 -0.3 0.21
H 1.5035 -4.1432 3.5069 -0.3 0.3 0.7 0.50
H -0.7609 3.3292 -4.0454 0.5 -0.2 0.6 0.59
C 3.3254 -3.5671 0.5994 0.8 -0.6 1.4 -1.15
H -2.6925 -1.3083 2.8057 0.7 0.4 -0.5 0.34
H -1.4911 2.0756 1.3505 -0.1 -0.7 0.4 0.27
C -1.0319 0.0254 2.0614 0.3 0.6 0.1 1.65
C 1.8056 -4.4088 2.5153 0.9 0.3 -0.6 -1.98
H 3.2900 2.8557 4.2562 0.0 0.6 0.5 0.42
H 2.6143 -2.1303 3.6753 0.5 -0.1 -0.1 0.29
H 4.2181 -4.2262 0.9079 -1.3 0.9 -0.6 0.34
Si 1.6227 -0.5783 1.2233 1.9 0.9 -1.9 -0.47
H -6.6011 -0.4563 -3.1787 0.7 -0.6 -0.8 0.28
H 3.7948 -3.4833 3.6250 -0.3 0.4 -0.5 0.45
C 3.0852 1.8085 4.1776 0.4 -1.8 -0.7 -1.91
H 2.7087 -4.0491 -0.1489 -0.1 -0.3 0.0 0.12
C -5.5593 -0.5356 -3.5591 0.7 0.7 1.4 -0.73
C 0.9434 6.1184 -2.0038 0.0 0.2 -0.7 -0.37
S 1.9144 2.4842 -3.2310 0.5 -0.7 -0.2 -0.41
H 2.5111 3.5615 2.1852 -0.4 -0.5 0.0 0.61
C 1.9901 2.5780 2.1343 0.2 1.0 0.6 -1.49
C 2.9326 1.5152 2.6749 -0.1 -0.4 0.3 1.74
H -1.9869 -1.5976 1.1564 -0.3 -0.4 -0.2 0.23
H 3.9684 1.2289 4.4377 0.1 0.1 0.7 0.44
F -3.4957 -6.2032 -0.7964 0.1 -0.5 -0.3 -0.33
H 3.6529 -2.6254 0.1960 0.5 0.3 -0.4 0.21
O -1.5331 -1.9585 -1.2507 -0.2 -0.8 -0.5 -0.13
O -2.5420 7.3495 -1.7907 -0.2 -1.2 1.2 -0.51
C -3.2646 0.5123 -3.1516 -1.6 -1.1 0.3 -0.21
C -0.0892 -5.1540 -1.5693 -1.1 -1.7 0.5 0.33
C 4.3431 1.5694 2.0561 -0.4 0.6 0.0 -1.55
H 5.0694 0.8296 2.4575 -0.7 0.4 0.1 0.32
C -1.0476 5.0512 -2.9240 -0.7 1.6 1.0 -0.20
O 2.3992 0.1976 2.4531 -0.2 -0.1 1.0 0.28
C -1.7725 -1.3009 2.1742 0.5 -0.2 0.2 -1.46
H 0.0347 -0.2331 3.8695 -0.3 0.3 0.3 0.17
C 3.3311 -2.6629 3.0280 0.1 -0.3 0.4 -1.74
C -0.2977 -3.8383 -1.9183 -0.2 -1.1 1.1 -0.28
H -0.0273 1.4300 3.3769 -0.4 0.5 0.2 0.09
O 0.0573 -0.1122 1.0913 -1.1 0.4 0.5 1.30
C -0.4437 6.1245 -2.2340 -0.7 0.9 1.2 0.60
H -3.2386 -1.9932 -5.5469 -0.1 0.4 0.2 0.34
C -1.9345 1.0688 1.5261 -1.0 1.0 -0.7 -1.67
H 1.0407 2.6653 2.7393 1.1 -0.1 -0.8 0.29
C -2.4513 -5.4936 -1.2588 1.1 0.8 0.5 0.31
H 2.5571 -5.2131 2.6277 -0.5 0.2 -0.3 0.41
C -1.1699 7.3267 -1.6909 2.5 -0.4 -0.4 0.54
Cl -1.1335 -0.3448 -4.6921 -0.4 0.0 0.2 -0.17
H 1.8051 2.3982 1.1015 -0.5 -0.1 -0.9 0.19
C -3.6725 -1.3045 -4.8138 0.3 0.3 0.3 -0.61
S -2.3012 1.7367 -2.4315 -0.1 -0.1 0.3 -0.10
```
Positions in Å, forces in eV/Å.